(1)
{"formula": "C3H6N4O", "method": "ωB97M-V/def2-TZVPD", "e_lumo_ev": 0.383, "de_lowest_ev": 1.732, "largest_force_ev_per_a": 3.766, "smiles": "[H]/N=C\\N/N=C\\C(N)=O", "symbols": ["H", "N", "C", "N", "N", "C", "C", "N", "O", "H", "H", "H", "H", "H"], "coordinates": [[-3.179, -1.645, -0.315], [-3.528, -0.701, -0.031], [-2.632, 0.200, 0.046], [-1.248, 0.003, -0.017], [-0.501, 1.094, 0.008], [0.743, 1.004, -0.018], [1.546, -0.312, 0.028], [2.907, -0.161, -0.093], [1.023, -1.441, 0.110], [-2.725, 1.235, 0.345], [-0.638, -0.827, -0.166], [1.393, 1.878, -0.055], [3.380, 0.688, 0.130], [3.458, -1.014, 0.027]], "mulliken_charge": [0.24, -0.64, 0.13, 0.10, -0.59, -0.31, 0.87, -0.42, -0.70, 0.37, 0.25, 0.22, 0.21, 0.26]}

(2)
{"formula": "C2H3NOS3", "method": "ωB97M-V/def2-TZVPD", "e_lumo_ev": -0.551, "de_lowest_ev": 0.253, "largest_force_ev_per_a": 1.027, "smiles": "O=C(S)C(=S)NS", "symbols": ["O", "C", "S", "C", "S", "N", "S", "H", "H", "H"], "coordinates": [[-0.156, 1.793, 0.426], [-0.105, 1.011, -0.476], [-0.783, 1.383, -2.070], [0.556, -0.351, -0.259], [1.739, -0.896, -1.264], [0.200, -0.991, 0.864], [-1.175, -0.708, 1.853], [-0.318, 0.307, -2.699], [0.717, -1.871, 1.038], [-0.674, 0.322, 2.586]], "mulliken_charge": [-0.47, 0.47, -0.17, 0.25, -0.26, -0.29, -0.12, 0.16, 0.26, 0.17]}

(3)
{"formula": "C40H56BBr36I2NO6", "method": "ωB97M-V/def2-TZVPD", "e_lumo_ev": -1.292, "largest_force_ev_per_a": 8.434, "symbols": ["C", "C", "C", "O", "C", "B", "C", "O", "C", "I", "C", "C", "C", "N", "O", "C", "I", "C", "C", "C", "C", "C", "C", "C", "C", "O", "C", "C", "O", "C", "C", "O", "C", "C", "C", "C", "C", "C", "H", "H", "H", "H", "H", "H", "H", "H", "H", "H", "H", "H", "H", "H", "H", "H", "H", "H", "H", "H", "H", "H", "H", "H", "H", "H", "H", "H", "H", "H", "H", "H", "H", "H", "H", "H", "H", "H", "H", "H", "H", "H", "H", "H", "C", "Br", "Br", "Br", "H", "C", "Br", "Br", "Br", "H", "C", "Br", "Br", "Br", "H", "C", "Br", "Br", "Br", "H", "C", "Br", "Br", "Br", "H", "C", "Br", "Br", "Br", "H", "C", "Br", "Br", "Br", "H", "C", "Br", "Br", "Br", "H", "C", "Br", "Br", "Br", "H", "C", "Br", "Br", "Br", "H", "C", "Br", "Br", "Br", "H", "C", "Br", "Br", "Br", "H"], "coordinates": [[-0.946, -2.986, 4.129], [-2.274, -3.032, 3.170], [-2.355, -1.760, 2.086], [-1.640, -0.579, 2.589], [-1.022, 0.199, 1.465], [-2.290, 0.770, 0.572], [-2.197, 0.501, -1.080], [-3.458, 1.507, 1.088], [-0.089, 1.356, 2.155], [-1.205, 1.761, 4.069], [-0.201, 2.849, 1.407], [0.962, 3.906, 1.893], [1.549, 4.091, 3.411], [1.490, 4.779, 0.933], [1.210, 0.990, 2.621], [2.225, 0.543, 1.735], [2.050, 0.675, -0.407], [2.505, -1.071, 2.089], [2.341, -1.427, 3.680], [3.533, -0.870, 4.654], [4.069, -1.949, 5.779], [5.738, -1.968, 5.672], [6.226, -3.043, 4.530], [7.618, -2.646, 3.760], [7.466, -3.204, 2.192], [8.697, -2.896, 1.443], [8.533, -3.088, -0.006], [7.173, -3.585, -0.779], [9.618, -2.864, -0.793], [3.603, 1.410, 2.134], [4.953, 0.886, 1.370], [5.710, -0.150, 1.831], [5.584, 1.599, -0.005], [6.761, 0.790, -0.873], [7.495, 1.408, -2.221], [7.089, 2.903, -2.760], [5.904, 3.703, -1.921], [5.159, 3.081, -0.562], [-0.013, -2.894, 3.414], [-0.975, -2.191, 4.987], [-0.823, -4.045, 4.668], [-2.439, -4.040, 2.598], [-3.233, -2.885, 3.865], [-1.909, -2.199, 1.071], [-3.528, -1.590, 1.943], [-0.450, -0.592, 0.821], [-1.229, 1.083, -1.434], [-3.169, 0.841, -1.643], [-1.965, -0.643, -1.194], [-3.529, 2.353, 0.532], [-1.240, 3.348, 1.712], [-0.090, 2.770, 0.230], [2.697, 4.394, 3.288], [1.543, 3.128, 4.075], [1.044, 4.948, 4.039], [1.040, 4.618, 0.006], [1.611, -1.639, 1.535], [3.485, -1.479, 1.587], [2.385, -2.618, 3.754], [1.261, -1.151, 4.108], [4.480, -0.456, 4.108], [3.073, 0.053, 5.255], [3.600, -3.018, 5.659], [3.852, -1.467, 6.847], [6.172, -0.880, 5.474], [6.134, -2.274, 6.743], [6.372, -4.073, 5.068], [5.354, -3.114, 3.740], [7.796, -1.484, 3.783], [8.569, -3.155, 4.253], [7.217, -4.367, 2.199], [6.501, -2.674, 1.771], [6.832, -4.676, -0.517], [7.239, -3.401, -1.952], [6.293, -2.873, -0.409], [3.384, 2.502, 1.704], [3.716, 1.558, 3.298], [7.113, -0.287, -0.509], [8.310, 0.760, -2.768], [7.628, 3.382, -3.711], [5.646, 4.792, -2.336], [4.332, 3.734, -0.018], [-6.681, -0.933, 1.026], [-7.446, -1.535, 2.710], [-5.910, -2.405, 0.014], [-7.963, 0.079, -0.031], [-5.861, -0.251, 1.273], [-11.521, 0.616, -2.476], [-9.881, 1.649, -2.312], [-12.494, 1.056, -4.102], [-11.191, -1.295, -2.324], [-12.162, 0.898, -1.634], [-13.949, 2.337, -7.764], [-15.117, 3.892, -7.783], [-14.925, 0.703, -7.364], [-12.923, 2.183, -9.410], [-13.230, 2.487, -6.952], [-5.780, -5.344, -3.098], [-5.292, -4.510, -4.786], [-4.464, -4.991, -1.709], [-7.575, -4.846, -2.537], [-5.786, -6.426, -3.265], [-15.809, -1.859, -4.407], [-14.020, -2.265, -5.055], [-17.182, -2.710, -5.492], [-16.010, -2.287, -2.520], [-15.948, -0.778, -4.507], [-9.356, 4.738, -7.995], [-10.121, 4.136, -6.310], [-8.586, 3.266, -9.007], [-10.638, 5.750, -9.051], [-8.536, 5.420, -7.748], [6.391, -7.881, 0.138], [5.047, -7.842, -1.268], [8.119, -7.251, -0.496], [5.808, -6.918, 1.724], [6.520, -8.928, 0.429], [13.330, -3.927, -0.484], [13.487, -3.069, 1.255], [14.267, -2.932, -1.868], [13.890, -5.789, -0.425], [12.268, -3.921, -0.748], [5.135, 7.098, 0.380], [5.955, 5.335, 0.335], [6.216, 8.423, -0.547], [3.306, 7.064, -0.282], [5.089, 7.402, 1.431], [-6.553, 4.446, -3.916], [-6.972, 6.114, -3.008], [-4.796, 4.497, -4.749], [-6.752, 2.911, -2.738], [-7.286, 4.328, -4.722], [11.290, 2.595, -2.916], [11.778, 3.429, -4.605], [12.606, 2.948, -1.528], [9.495, 3.093, -2.356], [11.285, 1.513, -3.084], [-14.066, 2.073, 1.153], [-12.190, 1.667, 0.839], [-15.241, 0.904, 0.134], [-14.501, 2.062, 3.049], [-14.237, 3.093, 0.792]], "mulliken_charge": [-0.54, -0.54, 0.16, -0.23, 1.25, 0.94, -0.78, -0.74, -2.05, -0.06, -0.05, 0.06, -0.76, -0.41, 0.60, -0.83, 0.13, -0.07, -0.50, -0.01, -0.61, -0.80, -0.25, -0.64, 0.52, -0.31, 0.61, -0.31, -0.60, 0.73, 0.12, -0.41, 0.47, -0.36, -0.58, -0.59, -0.21, -0.65, 0.00, 0.21, 0.35, 0.29, 0.26, 0.22, -0.23, -0.08, 0.19, 0.25, 0.23, 0.30, 0.31, 0.15, 0.23, 0.05, 0.35, 0.27, 0.26, 0.15, 0.46, -0.05, -0.18, 0.26, 0.33, 0.29, 0.28, 0.41, 0.31, 0.08, 0.26, 0.36, -0.01, -0.21, -0.01, 0.28, 0.05, -0.35, 0.24, 0.23, 0.43, 0.45, 0.33, 0.33, -0.06, -0.03, 0.10, 0.08, -0.04, 0.29, 0.00, 0.00, 0.04, -0.27, 0.03, -0.01, 0.02, -0.01, -0.05, -0.34, -0.01, -0.05, -0.01, 0.35, -0.21, -0.03, -0.03, -0.05, 0.27, -0.36, 0.03, 0.01, -0.02, 0.34, -0.36, 0.00, 0.01, 0.02, 0.35, -0.02, -0.01, -0.02, -0.03, 0.08, -0.41, 0.05, -0.06, -0.03, 0.42, 0.00, -0.01, -0.03, 0.05, -0.04, -0.40, -0.05, -0.03, 0.16, 0.32, -0.37, 0.04, -0.01, -0.04, 0.40]}

(4)
{"formula": "C2H3NO", "method": "ωB97M-V/def2-TZVPD", "e_lumo_ev": 0.970, "de_lowest_ev": 2.972, "largest_force_ev_per_a": 7.426, "smiles": "C1=NCO1", "symbols": ["C", "N", "C", "O", "H", "H", "H"], "coordinates": [[-1.253, 0.552, 0.073], [-1.156, -0.743, -0.081], [0.597, -0.335, -0.057], [0.098, 1.000, -0.010], [-2.165, 1.113, 0.047], [0.799, -0.658, 0.890], [1.062, -0.541, -0.942]], "mulliken_charge": [0.06, -0.45, -0.17, -0.36, 0.35, 0.27, 0.30]}

(5)
{"formula": "C34H48B3F3NO19PS", "method": "ωB97M-V/def2-TZVPD", "e_lumo_ev": -0.210, "largest_force_ev_per_a": 1.520, "symbols": ["O", "P", "O", "S", "B", "O", "B", "C", "C", "C", "N", "C", "C", "O", "B", "C", "F", "F", "F", "O", "H", "H", "H", "H", "H", "H", "O", "C", "O", "C", "C", "C", "H", "H", "H", "H", "H", "H", "O", "C", "O", "C", "C", "C", "H", "H", "H", "H", "H", "H", "O", "C", "O", "C", "C", "C", "H", "H", "H", "H", "H", "H", "O", "C", "O", "C", "C", "C", "H", "H", "H", "H", "H", "H", "O", "C", "O", "C", "C", "C", "H", "H", "H", "H", "H", "H", "O", "C", "O", "C", "C", "C", "H", "H", "H", "H", "H", "H", "O", "C", "O", "C", "C", "C", "H", "H", "H", "H", "H", "H"], "coordinates": [[-2.714, -2.585, 0.845], [-1.686, -2.368, -0.383], [-1.616, -0.802, -0.578], [-2.186, -3.363, -1.947], [0.095, -2.815, 0.227], [1.162, -2.079, -0.230], [1.914, -1.707, 0.892], [2.129, -0.239, 1.268], [2.732, 0.153, 2.456], [2.878, 1.483, 2.778], [2.464, 2.465, 1.977], [1.908, 2.094, 0.829], [1.714, 0.788, 0.416], [2.337, -2.803, 1.683], [1.175, -3.392, 2.107], [0.853, -3.435, 3.695], [0.962, -4.643, 4.261], [1.701, -2.632, 4.356], [-0.381, -2.967, 3.940], [0.295, -3.851, 1.144], [-2.416, -2.041, 1.589], [-2.222, -0.511, -1.309], [3.100, -0.594, 3.144], [3.333, 1.757, 3.718], [1.576, 2.881, 0.171], [1.249, 0.574, -0.532], [-3.059, 0.477, -2.359], [-3.949, 1.189, -2.740], [-4.184, 2.392, -2.191], [-5.372, 2.974, -2.774], [-5.538, 2.279, -4.121], [-4.958, 0.898, -3.825], [-6.208, 2.785, -2.098], [-5.228, 4.048, -2.862], [-6.562, 2.269, -4.472], [-4.929, 2.777, -4.874], [-5.706, 0.212, -3.421], [-4.477, 0.451, -4.688], [-2.838, -9.485, 1.603], [-2.053, -8.615, 1.835], [-1.020, -8.323, 1.007], [-0.185, -7.310, 1.592], [-1.070, -6.587, 2.598], [-2.003, -7.709, 3.053], [0.668, -7.802, 2.068], [0.181, -6.657, 0.803], [-0.513, -6.120, 3.400], [-1.646, -5.812, 2.090], [-1.587, -8.278, 3.887], [-2.998, -7.357, 3.307], [1.427, 4.545, -1.439], [0.379, 4.913, -0.991], [0.066, 4.802, 0.318], [-1.297, 5.222, 0.541], [-1.628, 6.129, -0.633], [-0.785, 5.518, -1.752], [-1.928, 4.332, 0.574], [-1.358, 5.735, 1.496], [-2.693, 6.175, -0.849], [-1.284, 7.139, -0.424], [-1.308, 4.717, -2.273], [-0.428, 6.254, -2.468], [6.734, -0.339, 5.188], [6.362, -1.321, 4.617], [5.069, -1.495, 4.241], [4.887, -2.805, 3.671], [6.274, -3.233, 3.209], [7.174, -2.543, 4.231], [4.484, -3.464, 4.445], [4.166, -2.743, 2.857], [6.397, -4.310, 3.167], [6.475, -2.835, 2.216], [7.328, -3.152, 5.124], [8.133, -2.251, 3.814], [-2.742, 7.907, 1.982], [-1.926, 8.778, 2.050], [-0.948, 8.930, 1.124], [-0.051, 9.987, 1.515], [-0.854, 10.855, 2.475], [-1.774, 9.828, 3.134], [0.822, 9.536, 1.991], [0.270, 10.522, 0.625], [-0.230, 11.410, 3.173], [-1.450, 11.574, 1.913], [-1.312, 9.359, 4.004], [-2.742, 10.237, 3.406], [8.921, -4.062, 1.947], [8.523, -5.030, 1.370], [7.227, -5.199, 0.992], [7.052, -6.514, 0.429], [8.436, -6.948, -0.031], [9.334, -6.255, 0.989], [6.646, -7.167, 1.204], [6.338, -6.449, -0.388], [8.554, -8.029, -0.071], [8.636, -6.551, -1.027], [9.482, -6.861, 1.884], [10.294, -5.961, 0.577], [-5.610, 1.216, -6.853], [-6.685, 1.412, -7.342], [-7.731, 1.922, -6.649], [-8.914, 1.941, -7.470], [-8.403, 1.922, -8.904], [-7.114, 1.113, -8.766], [-9.513, 1.060, -7.229], [-9.490, 2.832, -7.233], [-9.120, 1.505, -9.607], [-8.167, 2.937, -9.227], [-7.289, 0.040, -8.854], [-6.343, 1.419, -9.467]], "mulliken_charge": [-0.59, 0.54, -0.26, -0.43, 0.05, -0.32, 0.40, 0.60, -0.36, -0.48, -0.56, -0.06, -0.66, 0.25, -0.26, 0.79, -0.28, -0.17, -0.27, 0.00, 0.35, 0.38, 0.06, 0.46, 0.35, 0.46, -0.66, 0.38, -0.35, -0.54, -0.27, -0.36, 0.27, 0.31, 0.27, 0.23, 0.31, 0.34, -0.57, 0.46, -0.37, -0.34, 0.13, -0.51, 0.25, 0.24, 0.08, 0.06, 0.29, 0.31, -0.63, 0.59, -0.32, -0.41, -0.04, -0.45, 0.23, 0.27, 0.42, -0.03, 0.08, 0.33, -0.62, 0.42, -0.29, 0.44, -0.30, -0.51, 0.18, -0.23, 0.25, 0.19, 0.29, 0.31, -0.56, 0.49, -0.30, -0.48, -0.51, -0.47, 0.28, 0.33, 0.33, 0.26, 0.26, 0.30, -0.54, 0.51, -0.26, -0.44, -0.50, -0.49, 0.27, 0.31, 0.33, 0.26, 0.26, 0.32, -0.52, 0.53, -0.32, -0.48, -0.47, -0.53, 0.26, 0.33, 0.33, 0.27, 0.27, 0.31]}